Formula: C3H6N2O2
Source: the Open Molecules 2025 dataset
Level of theory: the ωB97M-V functional and the def2-TZVPD basis

Each line ends with the Mulliken charge.
Geometry (Å):
N (-0.30892, -1.11602, -1.19887)  -0.411
C (0.52474, -0.75379, 0.05383)  0.546
O (0.94279, -1.68667, 0.69218)  -0.591
C (1.08249, 0.67177, 0.07060)  -0.476
O (0.39895, 1.49133, 0.98754)  -0.353
C (-0.92302, 1.06307, 1.13085)  0.102
N (-1.36560, 0.01696, 0.62780)  -0.815
H (-0.28254, -2.12674, -1.32498)  0.278
H (-0.07386, -0.61372, -2.05309)  0.296
H (1.03085, 1.11321, -0.93676)  0.281
H (2.12661, 0.60896, 0.38499)  0.249
H (-1.44052, 1.78969, 1.76491)  0.377
H (-1.20354, -0.67788, -0.57078)  0.517

Force components x, y, z for each atom (eV/Å):
N 0.1 -0.2 -0.1
C 0.1 -0.2 0.0
O -0.3 0.4 -0.2
C 0.1 -0.1 -0.1
O -0.1 0.0 0.1
C -0.3 -0.3 -0.1
N 0.2 0.5 0.3
H 0.0 0.2 0.0
H 0.0 -0.1 0.2
H 0.0 -0.1 0.1
H -0.1 0.0 0.0
H 0.1 -0.1 0.0
H 0.2 0.1 0.1

Values from the calculation:
Max |F| = 0.6 eV/Å
ΔE to the lowest compared entry with this formula, charge and spin = 90.9 kcal per mole
HOMO level = -8.47 eV

Formula: C3H6N2O2
Source: the Open Molecules 2025 dataset
Level of theory: the ωB97M-V functional and the def2-TZVPD basis

Each line ends with the Mulliken charge.
Geometry (Å):
H (-0.16225, -2.63355, -1.10339)  0.288
N (0.28316, -2.30895, -0.24624)  -0.707
C (0.01505, -1.09235, -0.04343)  0.678
N (0.60818, -0.40147, 1.01679)  -0.146
C (0.09381, 0.71245, 1.64413)  -0.011
O (0.71851, 1.38467, 2.42920)  -0.549
O (-0.85463, -0.34561, -0.77639)  -0.403
C (-0.38261, 0.89525, -1.31304)  -0.712
H (1.47313, -0.77958, 1.37563)  0.242
H (-0.95205, 0.92825, 1.37604)  0.408
H (0.10025, 0.72033, -2.27953)  0.282
H (0.31707, 1.38741, -0.63350)  0.415
H (-1.25762, 1.53317, -1.44628)  0.214

Force components x, y, z for each atom (eV/Å):
H 0.0 0.1 0.1
N -0.1 0.3 0.0
C 0.1 -0.1 0.0
N 0.1 0.0 0.1
C 0.1 0.1 0.2
O -0.1 -0.3 -0.1
O -0.1 -0.2 0.1
C 0.0 0.2 0.0
H 0.0 0.0 0.0
H 0.1 0.0 -0.1
H 0.0 0.0 0.1
H -0.1 0.0 -0.2
H 0.1 -0.1 0.0

Values from the calculation:
Max |F| = 0.3 eV/Å
ΔE to the lowest compared entry with this formula, charge and spin = 39.1 kcal per mole
HOMO level = -10.11 eV

Formula: C3H6N2O2
Source: the Open Molecules 2025 dataset
Level of theory: the ωB97M-V functional and the def2-TZVPD basis

Each line ends with the Mulliken charge.
Geometry (Å):
C (-2.11617, -0.93254, 0.19515)  -0.708
C (0.02600, 0.12629, -0.40047)  0.550
C (2.01007, 0.91154, -0.69993)  -0.121
H (-3.05895, -0.10583, 0.77165)  0.206
H (-2.86473, -1.45030, -0.44874)  0.300
H (-1.58354, -1.57598, 1.13234)  0.242
H (0.38720, 0.24203, 1.69188)  0.343
H (2.24286, 2.03504, -0.90643)  0.264
H (2.73632, 0.02072, -0.82923)  0.247
N (-1.20768, -0.14486, -0.67312)  -0.462
N (0.71552, -0.34035, 0.75917)  -0.245
O (1.84699, 0.61935, 0.77237)  -0.332
O (0.86609, 0.59488, -1.36465)  -0.286

Force components x, y, z for each atom (eV/Å):
C -1.2 2.1 2.9
C -4.6 -2.8 -0.3
C 3.4 -0.9 1.8
H 3.2 -2.2 -1.4
H 1.2 -0.3 0.5
H -1.6 1.6 -2.8
H -0.5 -2.7 -2.9
H 0.3 -2.3 0.7
H -0.2 2.2 -1.2
N 1.3 0.1 0.6
N 0.3 3.9 3.0
O 0.2 1.1 -2.1
O -1.8 0.1 1.2

Values from the calculation:
Max |F| = 5.4 eV/Å
ΔE to the lowest compared entry with this formula, charge and spin = 156.8 kcal per mole
HOMO level = -9.29 eV

Formula: C3H6N2O2
Source: the Open Molecules 2025 dataset
Level of theory: the ωB97M-V functional and the def2-TZVPD basis

Each line ends with the Mulliken charge.
Geometry (Å):
N (-1.73293, 0.74148, -1.61935)  -0.578
C (-1.52264, 0.48994, -0.45170)  0.629
N (-1.39386, 0.15640, 0.72754)  -0.366
C (-1.15401, 0.99175, 1.82563)  0.103
O (-0.46695, 0.66948, 2.75837)  -0.441
H (-0.99530, 0.57662, -2.30176)  0.383
H (-1.68893, 1.95822, 1.79129)  0.319
H (1.55149, -1.43906, 1.44911)  0.025
H (1.04056, -1.02999, 1.80888)  -0.029
C (1.59581, -0.77853, -1.49013)  -0.070
O (0.79917, -0.52107, -2.36185)  -0.452
H (1.83408, -0.06838, -0.67380)  0.234
H (2.13353, -1.74687, -1.46223)  0.244

Force components x, y, z for each atom (eV/Å):
N 0.1 -0.1 0.7
C 0.0 0.0 -0.1
N -0.1 0.1 -0.4
C 0.2 0.0 0.4
O -0.4 0.1 -0.5
H 0.0 0.0 0.1
H 0.1 -0.1 0.0
H 0.0 0.0 0.1
H 0.1 -0.1 -0.1
C -0.2 0.1 -0.2
O 0.4 -0.1 0.4
H -0.1 -0.1 -0.2
H -0.1 0.1 0.0

Values from the calculation:
Max |F| = 0.7 eV/Å
ΔE to the lowest compared entry with this formula, charge and spin = 90.7 kcal per mole
HOMO level = -10.45 eV

- HOMO level of number 3 (C3H6N2O2)?
  -9.29 eV

- What is the ΔE to the lowest compared entry with this formula, charge and spin in the fourth record?
  90.7 kcal per mole